Record 1
DFT (ωB97M-V with the def2-TZVPD basis set) results for a cluster of 4 separate species, C4H15NO3 in total at a distorted geometry.

Structure (XYZ):
```
23
Properties=species:S:1:pos:R:3:mulliken_spin:R:1
O 0.1938 4.8308 2.2075 0.000
O 2.3086 -4.5039 -0.8700 0.000
O -0.1870 -1.9858 -2.4037 0.000
N -0.2101 -0.6473 1.2167 0.775
C -1.4559 -0.0967 0.7573 0.016
C 0.3322 1.1158 -0.3943 0.023
C -1.1105 0.6877 -0.4944 0.019
C 0.9456 -0.0340 0.4583 0.003
H -0.8908 -1.4004 -2.1786 0.000
H -0.4174 5.2306 1.5914 0.000
H 1.4429 -4.2273 -0.5436 0.000
H -0.5169 -2.8708 -2.2957 0.000
H -1.3343 0.1851 -1.4366 0.000
H 0.0191 -0.5699 2.2137 -0.015
H -2.1261 0.3108 1.5151 0.037
H 0.9111 0.8347 -1.2816 -0.002
H 2.3376 -4.2598 -1.7891 0.000
H 1.3940 -0.8030 -0.1738 0.036
H -1.9879 -1.0140 0.4348 0.079
H 0.5767 2.1158 -0.0663 0.005
H -0.0293 5.3415 2.9988 0.000
H -1.8687 1.4618 -0.6664 0.001
H 1.6734 0.2983 1.2006 0.024
```

Computed properties:
- gap between HOMO and LUMO (alpha / beta) (eV) = 10.870 / 6.138
- net charge = +1
- energy relative to the best compared isomer or geometry (same formula, charge and spin) (eV) = 1.445
- energy (hartree) = -441.5207
- spin multiplicity = 2

---

Record 2
DFT (ωB97M-V with the def2-TZVPD basis set) results for an isolated molecule of C5H10O at a distorted geometry.

Structure (XYZ):
```
16
Properties=species:S:1:pos:R:3:mulliken_charge:R:1
O 0.8998 -0.1093 1.6521 -0.425
C 1.5683 0.7152 0.6746 -0.429
C 0.3468 1.0518 -0.1502 -0.698
C -1.5822 -0.3471 -1.0188 -1.598
C 0.1201 -1.0231 0.8560 -0.603
C -0.1433 -0.3405 -0.5210 0.447
H -2.2308 0.1809 -0.3105 0.356
H 0.7013 -1.9460 0.7645 0.299
H -1.9739 -1.3597 -1.1576 0.384
H -1.6550 0.1723 -1.9832 0.376
H 0.4989 -0.8105 -1.2810 0.248
H 2.0530 1.5977 1.1075 0.316
H -0.8286 -1.2596 1.3566 0.356
H -0.2778 1.3338 0.7019 0.289
H 0.3235 1.8493 -0.8953 0.429
H 2.3321 0.0950 0.1834 0.253
```

Computed properties:
- SMILES string = C[C@H]1CCOC1
- gap between HOMO and LUMO (eV) = 10.863
- energy relative to the best compared isomer or geometry (same formula, charge and spin) (eV) = 0.978
- energy (hartree) = -271.7167

---

Record 3
DFT (ωB97M-V with the def2-TZVPD basis set) results for a cluster of 2 separate species, C6H13NO2 in total at a distorted geometry.

Structure (XYZ):
```
22
Properties=species:S:1:pos:R:3:mulliken_charge:R:1
O -0.8037 2.5139 0.4146 -0.489
O 0.2970 0.1167 1.4594 -0.796
N -2.4002 0.2090 1.2118 -0.508
C 1.7341 0.9367 -0.2569 -1.357
C 1.5615 -2.1695 -0.3361 -1.233
C -1.2667 1.5185 -0.4307 -0.715
C 0.5695 0.0963 0.2254 1.210
C -2.2910 0.6770 -0.0607 0.032
C 0.3801 -1.2159 -0.5281 -0.624
H -1.4608 0.1746 1.6859 0.287
H -2.9373 -0.6411 1.3152 0.280
H -2.9781 0.2970 -0.8075 0.356
H -0.5726 2.0974 1.2605 0.442
H 2.5819 0.8082 0.4159 0.359
H -0.5274 -1.6972 -0.1579 0.286
H 2.0361 0.6969 -1.2778 0.329
H 2.4718 -1.7770 -0.7876 0.314
H 1.4584 1.9907 -0.2143 0.380
H 0.2500 -1.0021 -1.5915 0.334
H 1.3538 -3.1315 -0.8026 0.386
H 1.7484 -2.3288 0.7258 0.330
H -1.2048 1.8302 -1.4628 0.395
```

Computed properties:
- SMILES string = CCC(C)=O.N/C=C\O
- gap between HOMO and LUMO (eV) = 8.443
- energy relative to the best compared isomer or geometry (same formula, charge and spin) (eV) = 2.401
- energy (hartree) = -441.5918

---

Record 4
DFT (ωB97M-V with the def2-TZVPD basis set) results for a structure of composition C5H12AuN2OS5Sb.

Structure (XYZ):
```
27
Properties=species:S:1:pos:R:3:mulliken_charge:R:1
Au 0.3773 0.3869 -0.1835 0.228
Sb 0.5949 1.7135 2.8244 0.905
S -0.3674 0.8160 4.7162 -0.800
S -1.1411 -2.3774 1.1937 0.632
S -1.0202 1.8786 1.0325 -0.714
S 2.0220 0.0669 1.8086 -0.814
S 1.6951 3.6980 3.1353 -0.792
O -1.8944 -3.5993 0.7244 -0.758
N 1.2934 -0.8744 -1.6516 -0.464
N 3.2144 -2.4035 -1.4218 0.082
C -0.0140 -2.9410 2.4691 -0.830
C 2.1782 -1.6217 -1.6654 0.528
C 3.7308 -3.3085 -2.4214 -0.946
C 3.9746 -2.1925 -0.1917 -0.486
C -2.2338 -1.4868 2.2867 -0.664
H 4.0708 -3.1399 0.3434 0.283
H 3.4506 -1.4747 0.4429 -0.172
H 3.9569 -4.2729 -1.9600 0.292
H 0.4741 -2.0674 2.9055 0.284
H 4.9707 -1.8033 -0.4221 0.292
H 0.7262 -3.5754 1.9821 0.265
H -1.6754 -0.7421 2.8631 0.039
H -2.9637 -0.9700 1.6667 0.278
H -0.5863 -3.5121 3.2021 0.345
H 4.6480 -2.9212 -2.8805 0.309
H -2.7116 -2.2217 2.9376 0.330
H 2.9858 -3.4609 -3.1990 0.348
```

Computed properties:
- gap between HOMO and LUMO (eV) = 4.791
- net charge = -2
- energy relative to the best compared isomer or geometry (same formula, charge and spin) (eV) = 0.542
- energy (hartree) = -2749.4016

---

Record 5
DFT (ωB97M-V with the def2-TZVPD basis set) results for a structure of composition C21H34F9N4O6S3.

Structure (XYZ):
```
77
Properties=species:S:1:pos:R:3:mulliken_charge:R:1
S -3.8547 1.8159 0.2348 0.909
S -1.7220 2.3358 0.1069 1.122
S -5.0340 -0.6518 0.1717 1.148
F 0.4413 1.4400 -1.0533 -0.254
F 0.0842 -0.1458 -5.5205 -0.250
F -1.3448 -0.6002 -1.1006 -0.287
F -0.8401 2.6277 -2.3682 -0.305
F -1.2015 1.4352 -4.7456 -0.211
F 0.9279 1.3919 -4.2222 -0.254
F -2.5801 0.5098 -2.5639 -0.168
F 0.7113 -0.6881 -2.7043 -0.275
F -1.1429 -1.3484 -3.6704 -0.248
O -1.0031 1.8375 1.2450 -0.652
O -6.2471 0.0113 0.5661 -0.687
O -1.7134 3.7512 -0.1485 -0.664
O -4.7154 -1.9377 0.7276 -0.738
O -4.3730 2.3511 -0.9936 -0.556
O -4.1353 2.5094 1.4534 -0.594
N -5.2914 -1.3388 -4.3072 -0.684
N 1.4357 -5.2359 -1.1954 0.108
N 2.7633 4.5630 3.4724 0.114
N -3.7346 0.2726 0.3526 -0.197
C 1.8462 4.5999 2.3421 -0.753
C 1.4826 3.4193 5.3732 -0.922
C 1.0854 -5.2870 0.2124 -0.691
C -5.9794 -0.3705 -3.7172 -0.481
C 2.1616 -4.9186 1.2418 -0.984
C 4.0860 5.8769 5.1068 -1.431
C 1.8087 -3.7895 -3.1784 -1.412
C -0.8387 1.6501 -1.4495 0.547
C 2.3079 -6.2899 -1.6766 -0.723
C -4.4498 -1.9437 -2.1611 -0.279
C 2.9187 5.8444 4.1309 -0.323
C -5.1578 -0.9195 -1.5786 0.176
C 2.6308 3.4165 4.3544 -0.700
C -0.4626 -0.2628 -3.2159 0.302
C 1.7523 -3.8974 -1.6631 -0.245
C -5.9528 -0.1195 -2.3601 -0.131
C 0.3729 4.9158 2.6119 -0.868
C -0.1639 0.6384 -4.4551 0.575
C 3.8112 -6.1741 -1.3827 -0.970
C -4.5494 -2.1098 -3.5262 -0.382
C -1.3451 0.3388 -2.0757 0.800
H 4.0532 -6.4280 -0.3515 0.271
H 0.7118 -6.2919 0.4294 0.375
H 2.0082 6.1704 4.6605 0.255
H 1.9351 -2.7462 -3.4638 0.344
H -0.1463 4.0751 3.0680 0.133
H 2.1794 -6.3653 -2.7592 0.376
H -6.5876 0.2556 -4.3606 0.369
H 0.8821 -4.1544 -3.6241 0.318
H 1.3989 4.3783 5.8874 0.237
H 2.6665 -3.9869 0.9852 0.270
H 4.2242 6.8919 5.4832 0.438
H 0.5222 3.1954 4.9130 0.255
H 1.6972 -4.7795 2.2196 0.399
H 2.6964 -3.5108 -1.2452 0.156
H 1.9324 -7.2358 -1.2774 0.367
H 1.6656 2.6556 6.1323 0.374
H -3.8354 -2.5999 -1.5591 0.457
H 3.5714 3.2994 4.9001 0.372
H -0.1338 5.1195 1.6679 0.329
H 4.1850 -5.1690 -1.5819 0.257
H 5.0082 5.5639 4.6149 0.333
H 2.5518 2.5275 3.7248 0.346
H -6.5208 0.6887 -1.9242 0.461
H 2.9148 -5.6993 1.3481 0.235
H 1.9115 3.6392 1.8254 0.380
H 3.9192 5.2300 5.9687 0.287
H -3.9944 -2.9051 -4.0102 0.423
H 0.2502 5.7926 3.2510 0.336
H 2.2377 5.3414 1.6374 0.367
H 0.2324 -4.6175 0.3546 0.376
H 3.0971 6.5865 3.3477 0.444
H 4.3645 -6.8625 -2.0254 0.370
H 2.6420 -4.3476 -3.6083 0.394
H 0.9639 -3.2346 -1.2981 0.412
```

Computed properties:
- gap between HOMO and LUMO (eV) = 8.671
- net charge = -1
- energy relative to the best compared isomer or geometry (same formula, charge and spin) (eV) = 0.000
- energy (hartree) = -3584.4202